Entry from the OMol25 dataset: a structure of composition C16H31Cl3N8O4PtS (ωB97M-V/def2-TZVPD).

Geometry as XYZ:
```
64
Properties=species:S:1:pos:R:3:forces:R:3:mulliken_charge:R:1
C 9.5958 -0.0400 0.5268 0.0 0.0 0.0 -0.495
N 10.1576 -4.5282 -0.5202 0.0 0.0 0.1 -0.647
C -14.1299 3.8683 2.7703 0.0 0.0 0.0 -1.071
C 11.2904 -6.8859 -0.6080 0.0 0.0 0.0 0.837
O 8.6567 -0.8213 -0.2627 0.0 0.0 -0.1 -0.190
C -15.6242 4.1608 2.9184 0.0 0.0 0.0 -0.960
H -10.1988 3.6255 3.2132 0.0 0.1 0.0 0.289
O -2.4081 0.9209 0.9625 0.1 0.0 0.0 -0.358
H 9.8456 -2.7795 -5.9959 0.0 0.0 0.0 0.254
H 6.8821 -2.1930 -6.5918 0.0 0.0 0.0 0.378
C 8.8804 -2.3366 -5.7377 0.0 0.0 0.0 0.049
C -11.7835 4.8612 3.1194 0.1 0.0 0.0 -0.049
H 9.1103 0.8931 0.8117 0.0 0.0 0.0 0.422
H 7.0984 -4.6076 -0.6016 0.0 0.0 0.0 0.160
C 10.7403 -3.0463 2.3542 0.0 0.0 0.0 -0.627
S 7.3206 -4.1211 -4.1770 0.0 0.0 0.0 -0.160
H 9.0228 -1.0224 2.3582 0.0 0.0 0.0 0.362
C 8.5053 -2.8451 -4.3823 0.0 0.0 0.0 0.060
H 10.4824 0.1661 -0.0756 0.0 0.0 0.0 0.355
N 8.5017 -3.1110 -2.1947 0.0 0.0 0.1 0.293
Cl 10.0568 -8.0311 -1.1271 0.0 0.0 0.0 -0.055
Cl 12.6188 -6.7945 -1.7524 0.0 0.0 0.0 -0.034
H 10.6941 -0.3873 2.3326 0.0 0.0 0.0 0.442
H 9.0474 -1.2628 -5.6456 0.0 0.0 0.0 0.302
H 7.6386 0.8185 -0.9851 0.0 0.0 0.0 0.403
Cl 11.8549 -7.2372 1.0234 0.0 0.0 0.0 -0.056
H -17.2907 5.6754 -0.3836 0.0 0.0 0.0 0.212
H -13.5214 5.6477 3.8786 0.0 0.0 0.0 0.392
N -11.2010 3.7230 3.0796 -0.1 -0.1 0.0 -0.186
H -13.3268 5.8377 2.1730 0.0 0.0 0.0 0.368
N 9.0086 -2.4304 -3.2764 0.0 0.0 0.0 -0.591
H -18.8854 5.7580 0.2476 0.0 0.0 0.0 0.218
H 7.7108 -3.7218 -6.9472 0.0 0.0 0.0 0.393
O 10.3958 -2.1422 1.2718 0.0 0.0 -0.1 -0.330
H -19.3628 4.5664 2.2248 0.0 0.0 0.0 0.227
C -1.3295 0.5621 0.7378 0.0 0.0 -0.1 0.728
N -17.9138 5.5342 0.3940 0.0 0.0 0.0 -0.379
C -17.4957 4.9996 1.5362 0.0 0.0 0.0 0.729
H 7.3427 -0.7192 -1.8342 0.0 0.0 0.0 0.237
H -11.7144 2.8605 2.9252 0.0 0.0 0.0 0.243
C 8.0965 -0.0828 -1.3858 0.0 0.0 0.0 -0.747
H 11.1582 -3.9406 1.9053 0.0 0.0 0.0 0.150
H 8.1847 -2.2527 -7.7725 0.0 0.0 0.0 0.362
C -13.2369 5.0927 2.9740 0.0 0.0 0.0 -0.322
H -15.5649 5.3770 1.1510 0.0 0.0 0.0 0.205
H -18.1112 4.3544 3.3785 0.0 0.0 0.0 0.213
H -15.7925 4.7300 3.8380 0.0 0.0 0.0 0.395
H -11.1441 5.7230 3.2922 0.0 0.0 0.0 0.408
H 11.4922 -2.5585 2.9707 0.0 0.0 0.0 0.362
N -16.1809 4.8735 1.7680 0.0 0.0 0.0 -0.122
H -13.9028 3.1248 3.5390 0.0 0.0 0.0 0.505
H 6.2845 -5.4567 -1.8555 0.0 0.0 0.0 0.249
C 7.6104 -4.0391 -2.4864 0.0 0.0 0.0 0.572
C 7.8483 -2.6461 -6.8161 0.0 0.0 0.0 -1.346
H 8.8817 0.1515 -2.1015 0.0 0.0 0.0 0.356
C 10.6525 -5.5554 -0.5605 0.0 0.0 -0.1 0.238
H -16.1459 3.2072 3.0092 0.0 0.0 0.0 0.566
H -13.9437 3.4002 1.8000 0.0 0.0 0.0 0.443
O -0.2516 0.2028 0.5062 -0.1 0.0 0.0 -0.370
Pt 9.3820 -2.7250 -0.4508 0.1 -0.1 0.0 0.511
N 7.0267 -4.8349 -1.5805 0.0 0.0 0.0 -0.370
N -18.3772 4.5824 2.4359 0.0 0.0 0.0 -0.326
H 9.8515 -3.2806 2.9390 0.0 0.0 0.0 0.356
C 9.9097 -0.8613 1.7420 0.0 0.0 0.0 -0.453
```
Positions in Å, forces in eV/Å.

Computed properties:
Orbital gap ... 7.947 eV
Largest force on an atom ... 0.172 eV/Å
Energy above the lowest of the compared OMol25 structures with the same formula, charge and spin ... 0.0 kJ/mol
E_HOMO ... -0.6159 hartree
Charge ... +4